1.
This record from the Open Molecules 2025 dataset describes 4 unconnected molecules or ions with the total composition C25H57FN4O7 at a distorted geometry. The level of theory is ωB97M-V with the def2-TZVPD basis set.

Each line ends with the Löwdin charge.
CARTESIAN COORDINATES (ANGSTROEM)
F1 2.448 2.050 -4.156  -0.147
O1 4.766 4.475 2.364  -0.009
O2 -2.546 1.894 -2.505  -0.191
O3 0.718 3.227 4.626  -0.209
O4 0.535 -7.288 -2.512  -0.200
O5 1.543 -2.980 -1.530  -0.186
O6 -3.554 -2.415 -3.487  -0.209
O7 1.561 2.115 8.938  -0.200
N1 -0.169 -4.582 -3.628  -0.050
N2 4.191 3.852 -0.105  0.005
N3 -4.259 0.291 -4.602  -0.056
N4 -0.762 3.258 7.403  -0.057
C1 1.653 -2.900 -2.954  -0.212
C2 -3.750 1.665 -4.674  -0.194
C3 0.339 -3.208 -3.699  -0.194
C4 0.178 1.883 9.240  -0.202
C5 3.930 4.088 1.398  -0.244
C6 3.446 1.881 -1.852  -0.103
C7 3.612 2.457 -0.326  -0.323
C8 0.285 -7.005 -3.896  -0.202
C9 -0.533 2.603 4.929  -0.211
C10 -2.436 1.973 -3.928  -0.229
C11 -0.656 -7.418 -1.747  -0.114
C12 -3.368 -0.698 -5.214  -0.206
C13 1.703 -4.289 -0.999  -0.100
C14 0.721 -5.572 -4.240  -0.207
C15 1.795 2.824 5.461  -0.092
C16 2.343 3.667 1.493  -0.083
C17 -0.664 1.905 7.954  -0.208
C18 -3.804 -2.132 -4.871  -0.199
C19 -2.387 0.585 -1.973  -0.096
C20 1.009 3.084 -2.371  -0.048
C21 2.030 3.374 9.405  -0.113
C22 -1.326 3.304 6.049  -0.195
C23 -4.746 -2.544 -2.721  -0.112
C24 2.443 2.153 0.797  -0.142
C25 2.551 2.816 -2.857  -0.264
H1 2.799 1.444 1.683  0.121
H2 2.389 -4.901 -1.590  0.089
H3 -1.416 4.364 5.785  0.118
H4 0.706 -5.443 -5.330  0.122
H5 0.251 2.649 -3.184  0.084
H6 -3.641 1.949 -5.729  0.118
H7 -4.846 -2.315 -5.151  0.120
H8 0.119 0.880 9.673  0.118
H9 3.151 3.796 -3.126  0.149
H10 1.750 -5.447 -3.894  0.098
H11 0.731 -4.777 -0.907  0.069
H12 -4.533 2.309 -4.256  0.118
H13 3.573 4.420 -0.726  0.100
H14 1.848 4.330 0.665  0.117
H15 1.919 3.726 2.602  0.116
H16 1.449 1.627 0.471  0.102
H17 1.884 3.501 6.313  0.072
H18 4.504 1.783 0.093  0.149
H19 0.449 -2.924 -4.755  0.119
H20 -0.198 1.219 7.242  0.098
H21 -1.130 2.683 4.014  0.119
H22 3.049 0.764 -1.777  0.138
H23 0.835 4.250 -2.379  0.092
H24 -1.591 1.378 -4.291  0.103
H25 2.110 -4.195 0.012  0.089
H26 -0.305 -4.818 -2.647  0.068
H27 -3.383 -0.570 -6.304  0.123
H28 -0.757 -7.189 -4.177  0.119
H29 -1.701 -0.028 -2.565  0.083
H30 -2.180 3.016 -4.145  0.117
H31 1.797 3.514 10.465  0.087
H32 -4.472 -2.918 -1.731  0.090
H33 1.700 1.788 5.799  0.091
H34 -0.207 2.585 9.987  0.120
H35 -5.436 -3.256 -3.183  0.087
H36 -1.143 -6.449 -1.622  0.073
H37 2.498 -3.495 -3.317  0.109
H38 -1.347 -8.130 -2.208  0.087
H39 -1.979 0.678 -0.962  0.087
H40 -0.382 -7.792 -0.756  0.090
H41 -2.339 -0.573 -4.868  0.095
H42 -2.347 2.900 6.076  0.117
H43 0.905 -7.700 -4.471  0.118
H44 -1.673 1.535 8.180  0.122
H45 4.533 1.814 -2.332  0.133
H46 -4.394 0.055 -3.621  0.067
H47 -0.443 -2.564 -3.282  0.106
H48 1.604 4.188 8.816  0.074
H49 2.721 2.913 4.884  0.085
H50 -3.359 0.096 -1.882  0.070
H51 0.715 2.598 -1.348  0.072
H52 -5.233 -1.576 -2.596  0.074
H53 -0.403 1.530 5.106  0.109
H54 -3.184 -2.826 -5.446  0.118
H55 3.116 3.397 9.282  0.091
H56 1.909 -1.857 -3.171  0.114
H57 0.167 3.673 7.372  0.068

LUMO level: 0.4297 eV
HOMO-LUMO gap: 9.129 eV
Strongest force on any atom: 8.9 eV/A
Energy relative to the best compared isomer or geometry (same formula, charge and spin): 303.05 kJ/mol

=====

2.
This record from the Open Molecules 2025 dataset describes a molecular structure, C25H58B2MgO11S4 at a distorted geometry. The level of theory is ωB97M-V with the def2-TZVPD basis set.

Each line ends with the Löwdin charge.
CARTESIAN COORDINATES (ANGSTROEM)
S1 4.714 1.561 -2.289  0.717
S2 -0.543 3.948 -0.333  0.758
S3 0.382 -0.312 4.472  0.743
S4 -1.289 1.276 -4.173  0.697
Mg1 0.168 1.168 1.471  0.373
O1 0.030 0.468 3.306  -0.375
O2 -2.025 1.047 1.656  0.022
O3 4.587 2.964 -1.923  -0.341
O4 -0.384 2.634 0.272  -0.372
O5 0.112 1.514 -4.490  -0.345
O6 -1.461 -5.566 1.764  0.053
O7 -2.792 -4.576 -3.247  0.055
O8 -2.164 2.320 -3.724  -0.321
O9 -1.891 4.400 -0.554  -0.294
O10 5.900 1.062 -2.979  -0.345
O11 -0.570 -1.181 5.140  -0.302
C1 4.450 0.492 -0.831  -0.211
C2 -1.333 -0.245 -3.124  -0.208
C3 -2.034 0.408 -5.647  -0.199
C4 -3.047 -5.948 -1.389  -0.019
C5 0.333 3.850 -1.911  -0.196
C6 1.881 -1.325 4.126  -0.177
C7 -2.433 -0.953 -5.109  -0.236
C8 -4.044 1.325 0.426  0.011
C9 1.380 5.746 -0.837  -0.195
C10 0.535 5.253 0.361  -0.188
C11 -0.973 -4.459 1.842  -0.493
C12 2.363 -0.041 6.121  -0.223
C13 0.465 -4.173 1.509  0.004
C14 1.699 4.511 -1.692  -0.203
C15 3.028 -0.593 4.847  -0.193
C16 -1.334 -1.384 -4.130  -0.199
C17 -3.086 -3.412 -1.152  -0.013
C18 2.453 0.086 -2.153  -0.232
C19 3.466 -0.591 -1.217  -0.199
C20 -3.953 0.123 2.667  0.012
C21 -1.779 -3.337 2.416  -0.017
C22 -3.017 -4.606 -2.052  -0.497
C23 -3.216 0.857 1.579  -0.440
C24 1.162 0.795 5.639  -0.200
C25 3.219 0.934 -3.119  -0.227
B1 -0.046 -0.607 0.349  -0.400
B2 2.098 1.896 1.755  -0.381
H1 2.365 4.796 -2.506  0.122
H2 -3.300 0.052 3.535  0.088
H3 0.768 6.472 -1.372  0.117
H4 3.867 -1.249 5.064  0.118
H5 3.397 0.307 4.353  0.113
H6 -4.845 0.590 0.291  0.087
H7 0.449 -4.024 0.425  0.096
H8 -1.200 -2.447 2.655  0.055
H9 -2.523 -2.989 1.692  0.062
H10 1.810 -0.563 -2.752  0.114
H11 1.243 2.416 2.278  -0.017
H12 -4.089 -0.896 2.291  0.091
H13 5.345 0.217 -0.281  0.111
H14 1.664 -2.254 4.650  0.106
H15 -3.346 -0.826 -4.510  0.114
H16 3.042 2.550 1.869  0.022
H17 -3.749 -3.551 -0.300  0.083
H18 -2.283 -0.197 -2.584  0.097
H19 -2.385 -3.628 3.273  0.097
H20 -0.023 6.065 0.831  0.104
H21 2.255 0.868 2.274  -0.006
H22 -0.419 -1.453 -4.724  0.121
H23 1.140 -4.984 1.774  0.089
H24 3.871 1.091 -0.118  0.072
H25 -2.771 -1.624 -5.898  0.121
H26 -1.084 -1.063 0.580  0.010
H27 2.902 -0.923 -0.343  0.102
H28 -0.207 0.440 -0.031  -0.035
H29 -0.197 4.436 -2.661  0.115
H30 0.490 -1.237 -0.460  0.016
H31 -1.516 -2.331 -3.628  0.096
H32 3.898 -1.496 -1.651  0.120
H33 -3.331 -2.528 -1.741  0.078
H34 2.059 -0.876 6.758  0.117
H35 -4.031 -6.113 -0.944  0.092
H36 1.722 0.664 -1.584  0.090
H37 -2.087 -3.256 -0.733  0.084
H38 -3.526 1.458 -0.521  0.086
H39 3.598 0.354 -3.965  0.108
H40 -4.596 2.250 0.612  0.102
H41 1.907 1.570 0.691  -0.023
H42 -2.265 -5.998 -0.627  0.072
H43 1.933 -1.457 3.048  0.087
H44 0.363 2.804 -2.204  0.076
H45 -1.203 0.192 -6.321  0.100
H46 -2.833 -6.715 -2.129  0.083
H47 -2.780 1.063 -6.085  0.100
H48 2.659 1.728 -3.616  0.092
H49 -4.922 0.579 2.857  0.091
H50 1.106 4.889 1.218  0.102
H51 2.350 3.825 -1.143  0.100
H52 0.554 1.163 6.463  0.113
H53 3.026 0.574 6.729  0.118
H54 -0.586 -0.151 -2.336  0.069
H55 0.622 -0.534 1.254  -0.033
H56 2.293 6.217 -0.475  0.121
H57 1.556 1.678 5.134  0.114
H58 0.829 -3.274 2.000  0.056

LUMO level: 0.1843 eV
HOMO-LUMO gap: 9.835 eV
Strongest force on any atom: 2.9 eV/A
Energy relative to the best compared isomer or geometry (same formula, charge and spin): 0.00 kJ/mol